Entry 1:
The following is a DFT calculation (ωB97M-V/def2-TZVPD) of a 2-piece molecular cluster, C4H7N3O3 overall.

## Properties
2S+1 ... 1
ΔE to the lowest compared entry with this formula, charge and spin ... 105.8 kcal per mole
Energy ... -546.474190 Ha
Orbital gap ... 8.14 eV
Charge ... 0
SMILES ... O=C1C=CC(=O)N1O.NN

Atoms and positions in Å:
O  1.815  -1.731  1.619
O  0.282  1.812  -0.982
O  0.975  0.943  1.735
N  1.171  0.207  0.601
N  -1.588  0.060  0.261
N  -2.102  1.377  -0.102
C  1.470  -1.106  0.655
C  0.571  0.683  -0.639
C  0.696  -0.526  -1.414
C  1.255  -1.559  -0.795
H  1.424  -2.628  -1.010
H  -2.093  -0.786  0.214
H  -1.536  0.286  1.233
H  -2.798  1.306  -0.832
H  0.385  -0.582  -2.436
H  -1.243  1.868  -0.584
H  1.316  0.379  2.478

Entry 2:
The following is a DFT calculation (ωB97M-V/def2-TZVPD) of one molecule with the formula C4H7N3OS.

## Properties
2S+1 ... 1
ΔE to the lowest compared entry with this formula, charge and spin ... 129.9 kcal per mole
Energy ... -794.123180 Ha
Orbital gap ... 8.63 eV
Charge ... 0
SMILES ... C/N=C/N=N\C#S(C)=O

Atoms and positions in Å:
S  -2.496  0.870  -0.146
O  -2.336  0.678  1.304
N  -0.632  -2.466  0.030
N  0.826  -0.696  0.259
N  -1.366  -1.591  -0.433
C  2.098  -0.102  0.461
C  0.550  -1.919  0.523
C  -1.574  -0.458  -0.795
C  -1.091  1.909  -0.815
H  -0.798  1.583  -1.789
H  -0.145  1.712  -0.311
H  1.996  0.648  1.277
H  1.265  -2.672  0.857
H  -1.381  2.970  -0.825
H  2.317  0.483  -0.440
H  2.766  -0.949  0.842

Entry 3:
The following is a DFT calculation (ωB97M-V/def2-TZVPD) of one molecule with the formula C4H7N3S.

## Properties
2S+1 ... 1
ΔE to the lowest compared entry with this formula, charge and spin ... 146.0 kcal per mole
Energy ... -718.869850 Ha
Orbital gap ... 8.80 eV
Charge ... 0
SMILES ... S/N=C\N1C=CCN1

Atoms and positions in Å:
S  0.649  -2.498  1.315
N  1.924  -1.312  1.317
N  -0.385  1.477  0.399
N  -0.065  0.055  0.716
C  1.345  -0.102  1.044
C  -0.685  -0.729  -0.418
C  -0.899  0.079  -1.591
C  -0.763  1.549  -1.118
H  -1.094  1.781  1.232
H  -1.679  -0.322  -2.315
H  0.048  2.165  -1.780
H  -0.615  -1.840  -0.366
H  -1.528  2.216  -1.108
H  1.881  -3.328  1.520
H  1.866  0.808  1.153

Entry 4:
The following is a DFT calculation (ωB97M-V/def2-TZVPD) of one molecule with the formula C4H7N3S.

## Properties
2S+1 ... 1
ΔE to the lowest compared entry with this formula, charge and spin ... 89.3 kcal per mole
Energy ... -718.960260 Ha
Orbital gap ... 8.88 eV
Charge ... 0
SMILES ... C=CN/C=N\C=N\S

Atoms and positions in Å:
S  3.456  0.607  -0.047
N  0.615  -1.888  0.162
N  -1.444  -0.535  -0.353
N  1.978  -0.098  -0.091
C  -1.114  0.797  0.003
C  -1.950  1.831  0.285
C  -0.615  -1.670  -0.137
C  1.593  -1.074  0.536
H  3.332  1.405  -1.218
H  -2.998  1.656  0.708
H  -0.110  0.959  -0.280
H  -1.386  2.887  0.323
H  -1.128  -2.527  -0.590
H  2.262  -1.610  1.206
H  -2.492  -0.740  -0.509

Entry 5:
The following is a DFT calculation (ωB97M-V/def2-TZVPD) of one molecule with the formula C4H7N5.

## Properties
2S+1 ... 1
ΔE to the lowest compared entry with this formula, charge and spin ... 170.9 kcal per mole
Energy ... -430.189998 Ha
Orbital gap ... 8.67 eV
Charge ... 0

Atoms and positions in Å:
N  -2.123  -0.353  -1.000
N  -0.347  0.535  0.589
N  -1.752  -1.125  -2.067
N  0.185  -0.290  -1.860
N  -0.607  -1.100  -2.460
C  1.124  0.370  0.236
C  1.269  -0.570  -1.044
C  -1.141  0.091  -0.325
C  -0.714  0.760  1.985
H  1.493  -0.339  0.995
H  -0.081  1.605  2.372
H  -0.580  -0.104  2.531
H  1.655  1.297  0.274
H  1.130  -1.594  -0.679
H  2.207  -0.326  -1.490
H  -1.718  1.141  1.942

Entry 6:
The following is a DFT calculation (ωB97M-V/def2-TZVPD) of a 2-piece molecular cluster, C4H7NO overall.

## Properties
2S+1 ... 1
ΔE to the lowest compared entry with this formula, charge and spin ... 119.7 kcal per mole
Energy ... -286.440861 Ha
Orbital gap ... 9.39 eV
Charge ... 0

Atoms and positions in Å:
O  2.218  1.798  -0.807
N  -1.520  0.155  0.948
C  -0.214  -1.690  0.188
C  -1.140  -0.620  -0.231
C  -0.256  0.601  0.423
C  0.593  -0.425  -0.030
H  -2.233  0.850  0.725
H  -0.097  1.639  0.131
H  -1.602  -0.463  -1.199
H  -0.426  -2.013  1.209
H  0.034  -2.496  -0.498
H  1.867  0.881  -0.841
H  2.776  1.781  -0.020

Entry 7:
The following is a DFT calculation (ωB97M-V/def2-TZVPD) of C4H7NO as an isolated structure.

## Properties
2S+1 ... 1
ΔE to the lowest compared entry with this formula, charge and spin ... 126.3 kcal per mole
Energy ... -286.430327 Ha
Orbital gap ... 8.63 eV
Charge ... 0

Atoms and positions in Å:
O  2.048  -1.944  -0.126
N  1.620  0.295  0.263
C  -1.348  -0.002  -0.590
C  -1.401  0.468  0.838
C  1.763  -0.824  -0.528
C  -0.441  1.086  -0.122
H  1.620  -0.584  -1.604
H  1.603  0.076  1.264
H  -1.027  -0.199  1.616
H  0.848  1.204  -0.094
H  -0.946  -0.996  -0.792
H  -2.122  0.306  -1.298
H  -2.216  1.115  1.175

Entry 8:
The following is a DFT calculation (ωB97M-V/def2-TZVPD) of C4H7NO as an isolated structure.

## Properties
2S+1 ... 1
ΔE to the lowest compared entry with this formula, charge and spin ... 57.7 kcal per mole
Energy ... -286.539693 Ha
Orbital gap ... 10.52 eV
Charge ... 0

Atoms and positions in Å:
O  -1.746  -0.930  2.532
N  0.426  -0.468  1.593
C  1.492  -0.200  -0.646
C  -1.000  -0.722  1.622
C  -1.114  -0.634  0.083
C  0.369  -0.413  0.298
H  -1.422  -1.549  -0.434
H  1.215  0.521  -1.422
H  -0.344  2.542  -0.665
H  -0.310  2.624  -1.406
H  2.377  0.149  -0.109
H  -1.679  0.224  -0.299
H  1.736  -1.144  -1.149

Entry 9:
The following is a DFT calculation (ωB97M-V/def2-TZVPD) of one molecule with the formula C4H7NO.

## Properties
2S+1 ... 1
ΔE to the lowest compared entry with this formula, charge and spin ... 90.4 kcal per mole
Energy ... -286.487583 Ha
Orbital gap ... 9.10 eV
Charge ... 0
SMILES ... C[C@H]1NCC1=O

Atoms and positions in Å:
O  -2.546  0.179  -0.498
N  0.511  0.380  0.753
C  -0.299  -0.782  0.341
C  -1.413  0.205  -0.094
C  -0.422  1.340  0.224
C  0.942  -0.979  -0.736
H  -0.574  -1.634  1.011
H  0.925  0.424  1.653
H  0.842  -1.982  -1.069
H  -0.727  2.018  1.007
H  2.004  -0.821  -0.387
H  -0.066  1.890  -0.664
H  0.821  -0.239  -1.541

Entry 10:
The following is a DFT calculation (ωB97M-V/def2-TZVPD) of one molecule with the formula C4H7NO.

## Properties
2S+1 ... 1
ΔE to the lowest compared entry with this formula, charge and spin ... 25.2 kcal per mole
Energy ... -286.591535 Ha
Orbital gap ... 11.58 eV
Charge ... 0
SMILES ... N#CCCCO

Atoms and positions in Å:
O  -0.600  -1.268  1.244
N  1.807  0.146  -2.432
C  1.089  0.544  0.059
C  -1.115  -0.552  0.128
C  -0.422  0.803  0.171
C  1.508  0.326  -1.329
H  -0.739  -2.214  1.135
H  -0.875  -1.044  -0.829
H  -2.205  -0.458  0.200
H  -0.636  1.275  1.135
H  1.694  1.337  0.500
H  1.278  -0.370  0.633
H  -0.784  1.475  -0.616

Entry 11:
The following is a DFT calculation (ωB97M-V/def2-TZVPD) of one molecule with the formula C4H7NO.

## Properties
2S+1 ... 1
ΔE to the lowest compared entry with this formula, charge and spin ... 25.3 kcal per mole
Energy ... -286.591322 Ha
Orbital gap ... 10.67 eV
Charge ... 0
SMILES ... C[C@H]1CNC1=O

Atoms and positions in Å:
O  -0.651  2.397  -0.834
N  -1.660  0.344  -0.221
C  1.582  -0.113  0.536
C  -0.860  -0.809  0.037
C  -0.629  1.242  -0.537
C  0.401  -0.086  -0.412
H  -2.625  0.499  0.028
H  2.277  0.688  0.298
H  -0.852  -1.138  1.080
H  0.707  -0.342  -1.430
H  -1.068  -1.657  -0.603
H  2.145  -1.050  0.493
H  1.249  0.024  1.563

Entry 12:
The following is a DFT calculation (ωB97M-V/def2-TZVPD) of one molecule with the formula C4H7NO.

## Properties
2S+1 ... 1
ΔE to the lowest compared entry with this formula, charge and spin ... 47.6 kcal per mole
Energy ... -286.555823 Ha
Orbital gap ... 9.39 eV
Charge ... 0
SMILES ... CC/N=C\C=O

Atoms and positions in Å:
O  2.431  -0.528  2.136
N  0.426  0.871  -0.433
C  -0.405  -0.203  -0.953
C  -1.809  0.156  -0.427
C  1.230  0.716  0.533
C  1.783  -0.549  1.114
H  -1.782  1.195  -0.082
H  -2.571  0.088  -1.205
H  -2.098  -0.467  0.423
H  1.622  1.617  1.009
H  1.653  -1.484  0.537
H  -0.388  -0.162  -2.047
H  -0.105  -1.221  -0.660

Entry 13:
The following is a DFT calculation (ωB97M-V/def2-TZVPD) of C4H7NO as an isolated structure.

## Properties
2S+1 ... 1
ΔE to the lowest compared entry with this formula, charge and spin ... 37.2 kcal per mole
Energy ... -286.572312 Ha
Orbital gap ... 11.05 eV
Charge ... 0

Atoms and positions in Å:
O  -0.254  -1.091  0.625
N  -2.548  -0.792  -0.170
C  -0.660  0.743  -0.376
C  -1.322  -0.551  -0.062
C  0.473  0.193  0.520
C  1.844  0.042  -0.111
H  2.507  -0.564  0.514
H  -2.909  -1.609  0.307
H  2.312  1.026  -0.237
H  -0.372  0.943  -1.409
H  -1.402  1.463  -0.026
H  0.552  0.632  1.522
H  1.779  -0.433  -1.096

Entry 14:
The following is a DFT calculation (ωB97M-V/def2-TZVPD) of one molecule with the formula C4H7NO.

## Properties
2S+1 ... 1
ΔE to the lowest compared entry with this formula, charge and spin ... 116.6 kcal per mole
Energy ... -286.445881 Ha
Orbital gap (alpha / beta) ... 7.35 / 6.66 eV
Charge ... 0

Atoms and positions in Å:
O  -0.587  1.496  0.725
N  -1.764  0.070  -0.877
C  -1.375  -0.859  0.171
C  0.698  0.295  -0.601
C  -0.619  0.484  -0.086
C  1.827  0.080  0.323
H  2.507  0.942  0.308
H  0.908  0.365  -1.673
H  -1.894  -0.832  1.129
H  -2.557  0.638  -0.586
H  -1.024  -1.833  -0.160
H  2.415  -0.785  -0.014
H  1.464  -0.061  1.342

Entry 15:
The following is a DFT calculation (ωB97M-V/def2-TZVPD) of one molecule with the formula C4H7NO.

## Properties
2S+1 ... 1
ΔE to the lowest compared entry with this formula, charge and spin ... 107.3 kcal per mole
Energy ... -286.460717 Ha
Orbital gap ... 10.72 eV
Charge ... 0
SMILES ... C=CCN1CO1

Atoms and positions in Å:
O  2.033  1.274  0.304
N  1.410  -0.119  -0.197
C  0.349  0.014  -1.226
C  -1.575  -0.335  0.258
C  1.116  0.543  1.016
C  -0.652  -0.871  -0.535
H  -1.869  0.711  0.157
H  0.122  0.977  1.138
H  -2.115  -0.923  0.991
H  0.695  -0.337  -2.211
H  -0.434  -1.939  -0.511
H  1.474  0.007  1.888
H  -0.003  1.050  -1.306

Entry 16:
The following is a DFT calculation (ωB97M-V/def2-TZVPD) of one molecule with the formula C4H7NO.

## Properties
2S+1 ... 1
ΔE to the lowest compared entry with this formula, charge and spin ... 0.6 kcal per mole
Energy ... -286.630731 Ha
Orbital gap ... 10.52 eV
Charge ... 0
SMILES ... O=C1CCCN1

Atoms and positions in Å:
O  2.431  0.798  -0.517
N  0.209  1.286  -0.173
C  -0.689  -0.843  0.309
C  1.282  0.454  -0.315
C  -1.049  0.662  0.184
C  0.753  -0.972  -0.206
H  -1.387  -1.462  -0.261
H  0.336  2.284  -0.241
H  -1.813  0.835  -0.584
H  0.803  -1.421  -1.204
H  1.405  -1.558  0.446
H  -1.430  1.063  1.131
H  -0.757  -1.157  1.354

Entry 17:
The following is a DFT calculation (ωB97M-V/def2-TZVPD) of one molecule with the formula C4H7NO.

## Properties
2S+1 ... 1
ΔE to the lowest compared entry with this formula, charge and spin ... 38.2 kcal per mole
Energy ... -286.570729 Ha
Orbital gap ... 10.88 eV
Charge ... 0
SMILES ... CC(=O)N1CC1

Atoms and positions in Å:
O  -1.385  -1.051  -0.169
N  0.443  0.312  0.331
C  -0.780  -0.017  -0.342
C  -1.249  1.089  -1.245
C  0.722  -0.502  1.515
C  1.470  -0.746  0.275
H  -2.146  0.775  -1.781
H  1.174  0.060  2.325
H  2.486  -0.380  0.158
H  -0.455  1.371  -1.943
H  1.215  -1.647  -0.278
H  -0.032  -1.237  1.786
H  -1.461  1.971  -0.632

Entry 18:
The following is a DFT calculation (ωB97M-V/def2-TZVPD) of one molecule with the formula C4H7NO.

## Properties
2S+1 ... 1
ΔE to the lowest compared entry with this formula, charge and spin ... 138.6 kcal per mole
Energy ... -286.410733 Ha
Orbital gap ... 9.99 eV
Charge ... 0
SMILES ... C1N[C@H]1[C@H]1CO1

Atoms and positions in Å:
O  1.062  -0.500  1.101
N  -1.281  0.884  0.415
C  1.979  0.238  0.310
C  0.791  -0.425  -0.313
C  -1.652  -0.411  -0.198
C  -0.430  0.406  -0.606
H  -2.509  -0.441  -0.863
H  -0.796  0.643  1.282
H  -0.087  -1.127  -0.762
H  -1.551  -1.278  0.476
H  1.934  1.327  0.489
H  3.001  -0.142  0.280
H  -0.461  0.827  -1.610